1.
Molecular formula: C13H52N26O13
Method: DFT, ωB97M-V/def2-TZVPD

```
104
C13H52N26O13, DFT ωB97M-V/def2-TZVPD
O 1.29 1.01 2.80
O -1.06 0.71 -1.66
O 1.83 2.05 -3.31
O -6.34 0.23 -0.25
O 3.24 -2.15 -1.51
O 4.80 2.46 -0.11
O 2.86 -2.25 5.15
O -0.36 -5.00 -1.77
O -2.53 -2.13 1.72
O -3.02 2.10 4.67
O 6.19 0.44 4.51
O -1.49 5.08 -4.07
O -3.32 -2.46 -5.29
N 3.96 0.23 4.10
N -3.34 1.24 2.53
N 3.48 0.04 -1.66
N -0.27 1.67 -4.32
N 0.93 1.15 -0.47
N 5.30 3.39 -2.12
N 4.95 2.23 3.66
N -4.07 -3.81 1.46
N -0.95 0.14 0.57
N -2.38 -3.72 -3.68
N 1.83 -4.82 -1.99
N -1.37 -1.70 -4.18
N 0.93 -3.50 5.44
N 1.00 -1.98 3.87
N 3.39 4.00 -1.10
N -1.80 -4.30 1.90
N -4.20 0.47 -1.07
N 1.18 3.56 -4.93
N 0.19 1.15 4.77
N 5.06 -1.29 -0.40
N -5.73 -0.72 -2.20
N 0.56 -2.92 -1.29
N -4.80 0.65 4.24
N -0.49 2.39 2.81
N -1.23 3.82 -2.22
N -2.72 3.32 -3.85
C -0.37 0.67 -0.57
C 3.95 -1.15 -1.22
C -3.63 1.37 3.90
C -5.56 0.11 -1.18
C -2.40 -2.60 -4.48
C 4.56 3.27 -1.03
C 0.62 -4.29 -1.67
C 5.16 0.90 3.99
C 1.73 -2.66 4.76
C -2.82 -3.29 1.68
C -1.76 4.15 -3.41
C 0.37 1.53 3.42
C 0.91 2.44 -4.09
H 3.96 0.89 -1.46
H -0.78 -2.12 -3.47
H -5.21 0.12 3.51
H -1.18 2.86 3.35
H 1.23 -2.14 -1.57
H 1.86 -5.85 -1.93
H -2.44 1.38 2.10
H -3.54 0.18 -1.80
H 2.50 -4.38 -1.37
H -4.59 -3.14 0.93
H -1.53 -3.99 -3.21
H 0.70 0.38 5.13
H -0.91 -1.39 -5.02
H 4.97 -2.11 0.22
H 3.03 3.85 -2.07
H 4.04 2.63 3.60
H 2.75 3.65 -0.42
H 1.47 -1.22 3.41
H -0.16 2.82 1.96
H -2.96 2.56 -3.20
H -3.98 0.64 2.03
H -1.91 -5.04 1.23
H -0.63 1.55 5.22
H -1.49 3.00 -1.76
H 1.42 0.96 0.42
H -0.01 -1.93 4.04
H 6.14 2.81 -2.29
H -3.16 -4.31 -3.78
H -5.37 0.87 5.05
H 4.85 3.71 -2.99
H -5.01 -1.04 -2.87
H 2.00 4.09 -4.71
H -3.27 3.63 -4.62
H 2.82 0.02 -2.40
H -0.77 1.65 -5.19
H -0.33 -2.65 -0.93
H -0.38 4.28 -1.94
H -3.90 1.31 -0.61
H 5.21 -0.43 0.08
H -0.41 0.95 -3.62
H -4.37 -4.67 1.87
H 0.46 4.21 -5.09
H 4.15 -0.66 4.59
H 0.40 -4.14 4.87
H 1.49 -3.87 6.19
H -1.88 -0.29 0.43
H -0.32 -0.37 1.21
H 3.03 0.64 4.14
H 1.46 1.16 -1.34
H 5.73 2.84 3.74
H -0.92 -3.91 1.65
H -6.59 -1.26 -2.13
```

Values from the calculation:
HOMO   -8.93 eV
Net charge   0
ΔE to the lowest compared entry with this formula, charge and spin   4.149 eV
Kohn-Sham gap   8.9602 eV

These are the Mulliken partial charges, in e, on atoms 1 to 6:
1 O -0.456
2 O -0.169
3 O -0.450
4 O -0.656
5 O -0.717
6 O -0.604

2.
Molecular formula: C13H54CaN26O15
Method: DFT, ωB97M-V/def2-TZVPD

```
109
C13H54CaN26O15, DFT ωB97M-V/def2-TZVPD
Ca -2.54 0.19 -0.96
O -1.66 1.03 -2.92
O 3.19 -2.70 -1.45
O -4.29 1.57 -1.32
O -1.09 -3.33 3.78
O 3.05 -2.99 -6.38
O -6.01 4.08 1.87
O 2.00 2.48 -4.50
O 1.04 -5.73 1.96
O -0.82 -0.81 -0.11
O 2.90 1.85 -0.17
O -1.57 2.21 0.26
O 0.38 3.50 5.11
O -2.95 -1.75 -2.19
O -3.82 -0.48 0.74
O 3.33 -1.32 3.84
N 4.20 -0.78 -1.16
N 0.26 1.63 -0.67
N 2.16 -0.95 -0.57
N -2.63 -3.39 -3.54
N -1.32 -3.16 -1.88
N 4.30 -2.70 5.30
N -6.01 0.05 0.62
N 1.77 -4.82 0.10
N -1.49 -2.86 1.58
N 3.82 -3.12 -4.26
N 3.24 -0.97 6.05
N -5.36 -1.70 1.80
N 0.10 3.71 0.00
N 2.49 -4.02 1.92
N 1.79 0.67 -3.29
N 3.61 1.76 -3.07
N -2.14 1.66 -5.09
N -4.10 3.42 0.93
N -0.99 1.86 4.67
N 1.78 -2.60 -4.54
N -4.11 4.15 2.90
N 4.10 3.56 -0.71
N -0.78 -1.33 2.96
N -0.95 3.41 3.43
N 2.61 3.66 0.97
N -2.53 3.00 -3.40
C -0.45 3.03 4.50
C 2.44 1.68 -3.68
C -2.41 -2.75 -2.48
C 3.25 2.93 0.09
C 1.71 -4.89 1.35
C -0.50 2.52 -0.12
C -4.96 -0.71 1.01
C -4.81 3.90 1.90
C 2.84 -2.93 -5.12
C 3.65 -1.64 4.99
C -2.12 1.81 -3.77
C -1.07 -2.60 2.77
C 3.19 -1.54 -1.12
H -0.49 4.45 0.37
H 1.96 -2.46 -3.56
H -2.58 3.14 -2.40
H -1.72 0.75 -5.24
H -2.17 -4.24 -3.83
H -2.71 3.75 -4.05
H 4.64 -2.86 6.24
H 4.04 0.10 -0.69
H -0.32 -1.20 0.62
H 3.62 -2.82 -3.32
H -0.78 -3.79 -2.45
H -0.93 -0.74 2.15
H 3.71 1.12 -2.30
H 2.79 4.65 1.09
H 1.28 -1.40 -0.38
H -0.75 4.38 3.24
H -0.87 -2.54 -1.22
H -5.67 0.68 -0.09
H -4.48 4.65 3.70
H 3.15 0.00 5.80
H -1.91 -3.76 1.38
H 4.11 4.57 -0.72
H 1.97 3.09 1.49
H 1.29 -5.58 -0.36
H 2.34 -4.14 -0.39
H 2.64 -3.17 1.39
H 5.07 -1.04 -1.61
H 0.85 0.76 -3.63
H -6.35 -1.74 2.01
H -1.30 -2.24 0.81
H 2.17 0.13 -2.52
H -2.90 1.99 -5.66
H -3.13 4.29 2.70
H 2.31 -3.93 2.91
H 0.07 0.68 -0.39
H -4.76 2.04 -2.04
H 4.71 -3.19 -4.72
H -4.78 -2.29 2.38
H 1.06 3.72 -0.30
H -0.45 -1.01 3.86
H -3.44 -3.09 -4.07
H 1.13 1.86 -1.14
H 4.67 -3.37 4.64
H 2.38 0.03 -0.56
H -1.18 2.78 2.67
H 4.39 2.32 -3.37
H -0.54 1.35 5.42
H -3.37 2.84 1.32
H 3.45 -1.27 6.99
H -6.96 -0.31 0.67
H 4.54 2.90 -1.33
H -1.98 1.84 4.48
H 0.90 -2.48 -5.02
H -4.43 3.01 0.07
```

Values from the calculation:
HOMO   -8.60 eV
Net charge   0
Kohn-Sham gap   8.3072 eV

These are the Mulliken partial charges, in e, on atoms 1 to 6:
1 Ca 1.380
2 O -0.420
3 O -0.976
4 O -0.741
5 O -0.778
6 O -0.768

3.
Molecular formula: C13H59Cl2N3O22PS
Method: DFT, ωB97M-V/def2-TZVPD

```
101
C13H59Cl2N3O22PS, DFT ωB97M-V/def2-TZVPD
Cl 0.51 3.66 -0.31
Cl -2.90 1.72 -2.08
S 3.07 4.16 -4.24
P 3.03 -0.51 -5.10
O -7.61 6.61 1.83
O -2.54 -0.59 2.29
O -4.96 -1.01 0.51
O -1.13 -0.91 -0.74
O 5.84 2.11 -0.68
O 0.47 -3.69 -4.53
O -2.20 -1.12 -2.72
O -5.05 -6.97 0.91
O -3.98 1.76 1.92
O 5.75 6.18 0.52
O -1.52 -5.29 3.98
O 5.65 0.42 -3.22
O -4.06 -6.27 4.14
O -5.14 4.42 1.91
O 1.22 -4.01 4.56
O 1.70 1.32 2.71
O -7.84 2.99 2.86
O 3.97 -3.27 -2.84
O 7.40 4.58 2.80
O -2.31 -6.99 1.73
O -4.08 -8.53 6.23
O -0.81 -2.10 3.98
N 2.61 -1.96 -5.57
N 0.78 -1.14 0.67
N 1.79 1.69 -3.87
C 1.73 0.34 -4.06
C -1.24 2.20 -1.72
C 4.32 4.37 -2.94
C 0.87 2.27 -3.12
C 0.77 -0.42 -3.49
C -0.17 1.56 -2.54
C 0.03 -1.72 -0.43
C -0.22 0.19 -2.71
C -1.09 3.10 -0.75
C -2.28 3.67 -0.02
C -1.29 -0.68 -2.07
C 2.94 2.40 -4.51
C 3.84 3.99 -1.53
H -8.65 3.30 2.44
H -4.34 4.95 1.96
H 1.68 -0.80 0.33
H 2.14 -4.24 4.36
H 3.82 2.90 -1.42
H -2.09 -5.32 4.76
H -7.71 6.96 2.72
H 1.09 -3.93 -5.23
H 3.90 1.95 -4.22
H -1.46 -6.54 1.72
H 6.81 5.10 2.24
H 4.55 5.44 -2.92
H 1.67 -2.17 -5.23
H -0.25 -2.66 4.53
H 0.27 -0.32 0.99
H 6.92 4.48 3.63
H -1.98 4.53 0.59
H -4.94 -5.95 3.90
H 5.57 0.88 -2.37
H 4.62 4.35 -0.82
H 2.84 2.23 -5.59
H 3.44 -2.87 -3.54
H -4.59 -0.94 -0.38
H -7.16 3.54 2.47
H 0.71 -4.69 4.10
H 2.92 4.49 -1.24
H 5.95 7.12 0.60
H -3.18 -8.88 6.23
H 1.64 1.94 1.97
H 6.37 1.43 -0.25
H -5.52 -7.25 1.70
H 5.22 3.78 -3.18
H -4.83 3.51 2.04
H -0.04 -4.49 -4.37
H -3.81 0.86 1.61
H 6.39 -0.19 -3.09
H -2.09 -7.88 2.04
H -4.12 -7.13 1.12
H 0.74 -1.83 -1.27
H -4.10 -7.93 5.48
H 2.60 1.00 2.67
H -0.32 -2.73 -0.20
H 0.74 -1.50 -3.64
H -2.25 -1.46 2.60
H -3.95 1.68 2.88
H 4.25 -4.11 -3.22
H -4.68 -1.88 0.81
H -2.78 2.89 0.58
H -6.84 6.04 1.88
H -3.54 -6.14 3.33
H -2.16 -0.51 1.41
H 4.21 -0.60 -4.34
H 3.25 0.26 -6.27
H 6.11 2.92 -0.24
H -0.57 -1.20 4.23
H -3.00 4.05 -0.75
H 5.19 6.00 1.29
H 0.89 3.34 -2.94
H -1.37 -4.34 3.84
```

Values from the calculation:
HOMO   -12.03 eV
Net charge   +1
Kohn-Sham gap   7.4586 eV

These are the Mulliken partial charges, in e, on atoms 1 to 6:
1 Cl -0.100
2 Cl -0.097
3 S -0.107
4 P 0.495
5 O -0.621
6 O -0.658

4.
Molecular formula: C13H6BClF10LuN3O8S2
Method: DFT, ωB97M-V/def2-TZVPD

```
45
C13H6BClF10LuN3O8S2, DFT ωB97M-V/def2-TZVPD
Lu 1.51 0.15 -0.89
Cl -4.33 0.99 0.17
S 3.89 1.04 1.27
S 1.33 0.91 1.86
F 5.62 -0.81 0.79
F 4.31 -1.24 2.47
F 0.42 2.00 3.99
F 3.56 -1.39 0.44
F 0.72 -0.15 4.13
F 1.27 -2.04 -1.10
F 2.07 -2.88 -3.16
F -0.93 0.65 2.96
F 0.87 -0.86 -2.96
F 2.96 -0.95 -2.15
O 3.26 1.16 -0.07
O 1.14 -0.42 1.21
O 0.28 3.75 -2.22
O 5.05 1.81 1.54
O 1.36 1.80 -2.06
O -3.91 3.82 -0.36
O 0.82 1.95 1.00
O -2.16 4.77 -1.32
N -0.78 0.58 -1.10
N 2.78 1.12 2.41
N -1.92 0.18 -0.54
C -2.15 -1.23 -0.35
C -2.55 -1.67 0.89
C -2.77 1.22 -0.43
C -2.14 -3.45 -1.21
C -2.81 3.72 -0.85
C -2.55 -3.92 0.03
C 0.33 2.58 -1.91
C -2.15 2.37 -0.89
C -0.88 1.89 -1.30
C -2.75 -3.03 1.08
C 0.31 0.85 3.37
C -1.95 -2.09 -1.41
C 4.39 -0.74 1.26
B 1.80 -1.78 -2.44
H -2.71 -4.98 0.18
H -2.68 -0.97 1.71
H -3.06 -3.40 2.05
H -1.98 -4.14 -2.03
H -1.26 4.53 -1.67
H -1.63 -1.70 -2.37
```

Values from the calculation:
HOMO   -10.25 eV
Net charge   0
Kohn-Sham gap   10.0442 eV

These are the Mulliken partial charges, in e, on atoms 1 to 6:
1 Lu 2.307
2 Cl -0.108
3 S 1.076
4 S 1.343
5 F -0.214
6 F -0.223

5.
Molecular formula: C13H7Cl2LaN3O3Sc
Method: DFT, ωB97M-V/def2-TZVPD

```
30
C13H7Cl2LaN3O3Sc, DFT ωB97M-V/def2-TZVPD
La -2.91 -0.60 0.23
Sc -5.75 -1.96 0.06
Cl -4.06 -2.98 1.58
Cl -4.21 -1.52 -1.86
O -7.89 -2.35 2.34
O -1.68 0.03 3.34
O -8.00 -0.59 -1.67
N 7.67 1.41 0.84
N -1.03 -0.39 -0.78
N 1.07 0.32 -0.72
C 4.59 -0.30 0.35
C 6.49 1.22 0.64
C 3.25 -0.53 0.04
C -2.15 -0.23 2.35
C 4.25 2.08 0.13
C -7.19 -1.06 -1.02
C 0.19 -0.54 -0.23
C 5.11 0.99 0.38
C 2.42 0.55 -0.28
C 2.92 1.86 -0.22
C -0.89 0.70 -1.75
C -7.12 -2.18 1.52
C 0.39 1.12 -1.71
H 5.25 -1.15 0.55
H -1.74 1.09 -2.28
H 2.27 2.72 -0.42
H 4.64 3.11 0.19
H 0.87 1.93 -2.23
H 0.36 -1.20 0.63
H 2.86 -1.55 0.00
```

Values from the calculation:
HOMO (spin up / spin down)   -22.08 / -20.32 eV
Net charge   +4
Kohn-Sham gap (spin up / spin down)   7.7089 / 4.4193 eV

These are the Mulliken partial charges, in e, on atoms 1 to 6:
1 La 1.778
2 Sc 0.603
3 Cl -0.375
4 Cl -0.322
5 O 0.064
6 O 0.080

6.
Molecular formula: C13H8Cl4NNaO4
Method: DFT, ωB97M-V/def2-TZVPD

```
31
C13H8Cl4NNaO4, DFT ωB97M-V/def2-TZVPD
Cl 1.69 3.22 -2.23
Cl -0.07 4.52 -4.13
Cl 1.04 -2.79 -1.59
Cl 1.65 2.34 -4.98
Na -1.63 -0.10 -1.64
O -3.76 -2.31 1.26
O -0.88 1.82 -2.14
O -1.10 1.49 -4.37
O -3.26 -0.94 -0.47
N -1.00 -0.17 0.82
C -0.09 -1.62 3.02
C 1.93 -0.14 3.09
C -0.59 1.93 -3.35
C 2.12 1.59 1.41
C 2.63 0.90 2.55
C 0.69 -0.54 2.53
C -1.26 -1.92 2.42
C -0.67 -2.51 -2.35
C -1.69 -1.17 1.30
C 0.64 2.94 -3.65
C -3.05 -1.51 0.62
C 0.19 0.15 1.41
C 0.93 1.23 0.86
H 2.70 2.40 0.98
H -1.90 -2.73 2.75
H -1.33 -3.02 -1.64
H 0.53 1.71 -0.03
H 0.28 -2.18 3.88
H 2.32 -0.68 3.95
H -0.65 -3.14 -3.25
H 3.58 1.20 2.97
```

Values from the calculation:
HOMO   -0.21 eV
Net charge   -2
ΔE to the lowest compared entry with this formula, charge and spin   0.155 eV
Kohn-Sham gap   4.5375 eV

These are the Mulliken partial charges, in e, on atoms 1 to 6:
1 Cl -0.175
2 Cl -0.209
3 Cl -0.390
4 Cl -0.173
5 Na 0.908
6 O -0.792

7.
Molecular formula: C13H8KN4O8
Method: DFT, ωB97M-V/def2-TZVPD

```
34
C13H8KN4O8, DFT ωB97M-V/def2-TZVPD
K 1.15 0.38 -2.21
O -0.48 0.25 -4.18
O -1.56 -1.29 1.37
O -0.58 -0.66 -1.11
O 5.27 1.24 4.09
O -6.77 -0.49 -1.73
O -3.63 -1.86 1.47
O -0.55 1.95 -2.72
O -6.16 0.50 -3.54
N 4.02 2.71 2.91
N -2.67 -1.36 0.88
N 3.28 -0.40 0.14
N -5.91 0.00 -2.45
C 3.99 0.36 2.29
C 3.29 -1.90 2.00
C -2.89 -0.80 -0.45
C -3.50 0.42 -2.89
C -4.52 -0.10 -2.05
C -2.20 0.30 -2.52
C 3.05 -1.60 0.67
C -4.21 -0.68 -0.85
C -1.02 0.91 -3.25
C 4.49 1.46 3.18
C 3.78 -0.90 2.82
C 3.73 0.56 0.95
C -1.80 -0.41 -1.32
H 2.64 -2.36 0.00
H 3.25 2.85 2.28
H 3.09 -2.89 2.38
H 3.90 1.53 0.49
H 4.00 -1.08 3.87
H -5.00 -1.03 -0.20
H 4.29 3.46 3.51
H -3.79 0.93 -3.80
```

Values from the calculation:
HOMO   -4.77 eV
Net charge   -1
ΔE to the lowest compared entry with this formula, charge and spin   1.240 eV
Kohn-Sham gap   6.6258 eV

These are the Mulliken partial charges, in e, on atoms 1 to 6:
1 K 0.951
2 O -0.729
3 O -0.585
4 O -0.957
5 O -0.616
6 O -0.660

8.
Molecular formula: C13H9BrN2RhSTe4
Method: DFT, ωB97M-V/def2-TZVPD

```
31
C13H9BrN2RhSTe4, DFT ωB97M-V/def2-TZVPD
Te 0.25 1.43 3.77
Te -1.32 -0.63 3.03
Te -1.52 3.56 3.89
Te -3.81 2.48 4.39
Rh 0.16 0.20 1.08
Br 7.38 0.52 -0.79
S 1.65 -2.77 1.03
N 1.40 1.34 -0.18
N -1.15 1.85 0.42
C 0.88 2.40 -0.67
C 3.28 -0.03 -0.85
C -3.17 3.06 0.09
C -2.53 3.93 -0.78
C 2.80 1.16 -0.32
C -0.53 2.68 -0.43
C 5.05 1.96 -0.05
C 5.52 0.78 -0.60
C -2.44 2.03 0.67
C 3.68 2.15 0.09
C -1.18 3.74 -1.05
C 4.64 -0.22 -1.00
C 0.96 -1.38 1.06
H -3.07 4.75 -1.25
H -2.89 1.34 1.36
H -0.64 4.39 -1.72
H 1.48 3.10 -1.26
H 2.58 -0.80 -1.15
H 5.03 -1.14 -1.43
H -4.21 3.18 0.33
H 5.74 2.72 0.28
H 3.30 3.05 0.55
```

Values from the calculation:
2S+1   2
Expectation value of S²   0.758
HOMO (spin up / spin down)   -6.81 / -6.89 eV
Net charge   0
ΔE to the lowest compared entry with this formula, charge and spin   0.389 eV
Kohn-Sham gap (spin up / spin down)   5.6652 / 5.0056 eV

These are the Mulliken partial charges, in e, on atoms 1 to 6:
1 Te 0.025
2 Te -0.197
3 Te -0.005
4 Te -0.108
5 Rh 0.374
6 Br -0.178

Calculated values (eV) of E_tot for the records, taken in order: -79697.25150, -102260.92020, -109114.86952, -130104.03075, -70766.24067, -77799.99020, -52274.98228, -129666.23407.